Record 1
A structure of composition C35H31CrN7S2Si, computed with wB97M-V/def2-TZVPD.

Results
F_max (hartree/bohr): 0.0219
Multiplicity: 2
HOMO level (spin up / spin down) (eV): -10.0081 / -9.6412
Orbital gap (spin up / spin down) (eV): 6.993 / 6.620
Total charge: +1
Relative energy (zero: lowest compared OMol25 entry of this formula, charge and spin) (kcal per mole): 1.43
<S²>: 0.800

Each line ends with the Mulliken spin population.
Element x y z (Å)
C  0.728  3.686  4.136  0.000
C  -0.398  -1.834  -3.501  -0.004
C  -2.151  -3.111  -4.539  -0.003
N  0.327  -2.073  -0.396  -0.062
N  -1.877  -1.049  0.644  -0.042
C  2.209  1.833  3.654  -0.005
C  1.378  1.419  2.611  -0.001
C  -3.093  -2.283  -3.951  0.001
H  -3.030  -4.146  0.006  0.000
S  3.686  -2.104  -2.158  -0.003
C  0.440  4.189  -3.081  0.002
H  1.285  -4.165  4.235  0.000
C  4.580  -0.591  -2.552  0.000
H  0.621  0.566  -4.385  -0.002
H  -0.645  -3.850  -0.803  -0.003
H  4.053  1.379  4.677  0.000
C  -0.096  1.836  -2.803  -0.011
C  -0.151  3.160  -2.362  -0.002
H  0.381  5.207  -2.719  0.000
C  1.156  2.603  -4.733  0.002
C  -3.042  -3.130  0.373  0.009
C  3.379  1.089  3.880  -0.002
C  0.830  -3.304  3.780  0.002
C  2.767  -0.314  2.047  0.003
C  -0.687  -2.859  -0.363  0.035
Si  -0.888  0.471  -1.798  -0.065
H  -3.437  -0.596  -2.688  -0.002
H  4.227  -0.157  -3.484  0.000
H  -2.888  0.467  1.595  0.001
C  0.186  2.156  2.297  -0.009
H  -5.050  -3.198  1.125  0.000
C  -0.129  3.290  3.048  0.008
C  -1.330  -0.988  -2.890  -0.006
H  4.496  0.139  -1.752  0.001
H  -2.236  1.017  -1.437  -0.022
N  0.099  -2.393  4.502  0.000
H  -4.148  -2.449  -4.130  0.000
C  -4.108  -1.294  1.458  0.007
H  4.555  -0.573  3.206  0.000
C  0.568  1.579  -4.005  -0.004
C  1.097  3.909  -4.270  -0.004
C  -2.014  3.592  1.615  0.001
C  -2.685  -1.234  -3.137  -0.008
N  -0.558  1.715  1.245  -0.007
H  0.461  4.566  4.707  0.000
H  -0.093  -2.430  5.487  0.000
H  2.962  -1.149  1.386  -0.009
N  1.453  -2.549  -1.026  -0.002
H  -2.894  4.124  1.285  0.000
H  5.624  -0.883  -2.654  0.000
N  1.652  0.356  1.832  -0.018
H  -2.465  -3.926  -5.177  0.000
H  2.496  3.300  5.234  0.000
H  -2.193  2.093  0.073  0.005
C  -1.917  -2.334  0.227  0.006
S  1.957  0.100  -0.992  -0.048
C  -2.952  -0.556  1.255  0.004
C  -1.621  2.438  0.922  -0.015
H  1.658  2.382  -5.666  0.000
C  1.846  2.991  4.426  0.000
C  -0.800  -2.881  -4.315  0.001
C  -0.333  -1.445  3.642  0.008
H  -4.951  -0.838  1.957  0.000
H  -1.551  4.901  3.244  0.000
H  -0.937  -0.608  3.954  0.000
H  -0.669  3.405  -1.439  0.002
Cr  0.079  -0.212  0.424  1.255
N  0.073  -1.692  2.421  -0.015
C  -1.275  4.017  2.684  -0.006
C  2.254  -1.549  -1.320  0.014
C  -4.159  -2.598  0.997  -0.004
C  3.659  0.016  3.074  0.004
H  0.662  -1.681  -3.350  -0.001
H  -0.056  -3.518  -4.776  0.000
C  0.808  -2.857  2.497  0.016
H  1.265  -3.299  1.628  -0.003
H  1.554  4.708  -4.840  0.000



Record 2
A structure of composition C35H31F3NO6PS3, computed with wB97M-V/def2-TZVPD.

Results
F_max (hartree/bohr): 0.0501
HOMO level (eV): -7.7399
Orbital gap (eV): 7.655
Relative energy (zero: lowest compared OMol25 entry of this formula, charge and spin) (kcal per mole): 9.91

Each line ends with the Löwdin charge.
Element x y z (Å)
H  -1.368  1.627  0.364  0.053
H  3.647  2.157  -0.362  0.046
H  3.417  -8.127  -7.631  0.111
C  -2.790  4.422  2.739  -0.300
H  5.095  -0.046  -4.673  0.109
C  -2.064  2.217  6.478  -0.076
H  2.938  -1.527  -0.467  0.106
C  -5.996  0.782  1.926  -0.077
H  0.336  -7.540  -4.668  0.119
C  -4.713  1.092  2.395  -0.061
C  2.256  -6.615  -4.261  -0.265
O  2.634  -6.844  -1.615  -0.269
F  1.628  -2.526  -4.348  0.075
H  2.783  2.649  2.084  0.130
C  -2.338  2.768  5.228  -0.054
C  4.564  -0.397  -3.788  -0.065
C  3.172  0.079  -1.862  -0.071
H  3.656  1.537  -3.362  0.115
C  1.355  -7.370  -5.018  -0.050
S  1.812  -6.159  -2.579  0.706
C  -2.124  2.004  4.063  -0.285
N  2.325  -4.412  -2.431  -0.576
C  3.928  -2.156  -2.285  -0.304
H  -2.233  2.820  7.372  0.106
H  -7.514  1.173  0.433  0.105
C  -1.579  0.911  6.592  -0.076
H  3.192  3.886  -0.662  0.086
C  -5.794  2.451  0.174  -0.074
H  -6.577  0.015  2.444  0.106
F  -0.344  -1.913  -3.573  0.077
C  3.070  -7.667  -6.702  -0.069
O  1.238  2.444  0.701  -0.020
C  -3.992  2.125  1.772  -0.315
C  -1.768  5.374  2.838  -0.062
H  -4.948  4.101  2.915  0.109
C  -2.045  6.646  3.339  -0.069
H  2.566  0.748  -1.249  0.097
H  4.234  -5.815  -4.093  0.085
O  0.366  -6.202  -2.521  -0.302
C  3.943  -6.894  -5.943  -0.062
C  1.768  -7.890  -6.246  -0.066
H  5.242  -2.455  -3.979  0.119
H  -6.195  2.984  -0.690  0.107
H  -0.983  -0.864  5.496  0.104
H  4.945  -6.669  -6.295  0.110
C  -1.143  2.236  1.225  -0.164
S  3.824  -3.878  -1.743  0.642
H  1.076  -8.469  -6.853  0.109
C  -1.364  0.152  5.434  -0.075
O  0.432  3.179  2.683  -0.035
H  -1.224  7.350  3.457  0.105
C  0.556  -2.932  -3.610  -0.781
C  3.556  -6.394  -4.704  -0.048
H  -2.702  3.795  5.162  0.103
P  -2.377  2.681  2.389  1.048
H  2.157  4.146  1.409  0.118
C  3.311  -1.233  -1.444  -0.120
H  -3.969  3.608  0.182  0.119
C  -1.627  0.698  4.178  -0.088
C  3.785  0.496  -3.040  -0.057
H  4.354  3.469  0.616  0.083
H  -3.557  8.001  4.075  0.103
C  -4.529  2.799  0.658  -0.092
C  4.647  -1.740  -3.411  -0.046
O  4.831  -4.633  -2.456  -0.312
H  -1.427  0.116  3.273  0.114
C  -4.392  6.088  3.498  -0.080
C  2.402  3.118  1.162  -0.269
S  1.130  -3.261  -1.875  1.061
C  -4.116  4.801  3.045  -0.085
C  3.454  3.133  0.093  -0.069
C  -3.354  7.007  3.680  -0.078
C  0.209  2.638  1.578  -0.569
H  -1.353  0.484  7.567  0.103
O  3.686  -3.878  -0.309  -0.287
H  -4.286  0.547  3.240  0.104
H  -5.425  6.379  3.704  0.106
C  -6.529  1.445  0.816  -0.080
F  -0.024  -3.959  -4.262  0.104
H  -0.759  5.092  2.532  0.100



Record 3
A structure of composition C35H32CsIN6O6, computed with wB97M-V/def2-TZVPD.

Results
F_max (hartree/bohr): 0.0358
HOMO level (eV): -1.4084
Orbital gap (eV): 4.599
Total charge: -2
Relative energy (zero: lowest compared OMol25 entry of this formula, charge and spin) (kcal per mole): 14.10

Each line ends with the Löwdin charge.
Element x y z (Å)
H  -2.611  -4.604  -3.950  0.096
C  -3.365  0.263  -3.738  -0.114
H  0.289  3.857  4.655  0.081
C  1.902  -0.197  1.916  -0.618
C  0.767  3.685  2.168  -0.053
H  4.444  3.383  -1.045  0.108
C  1.627  0.212  4.397  -0.035
C  -1.126  -3.065  -4.161  -0.082
H  -5.946  0.704  -5.908  0.081
C  3.067  -2.738  3.210  -0.061
H  -1.527  -1.880  4.268  0.107
H  3.206  1.147  0.159  0.040
C  2.002  -4.945  1.965  -0.034
N  0.512  -2.935  -2.419  0.010
H  -1.617  -5.434  -1.799  0.105
H  -5.476  0.126  -3.524  0.112
H  -1.513  -2.662  -5.088  0.094
O  -1.152  2.303  0.883  0.039
C  2.376  3.166  -1.536  -0.254
O  3.860  1.532  -0.483  -0.077
O  -1.897  -0.436  -2.017  -0.389
H  -0.526  1.826  -2.091  0.089
C  -4.930  0.661  -5.538  -0.168
H  3.352  3.348  0.348  0.115
H  1.626  3.699  2.839  0.083
H  -0.714  3.745  -3.696  0.096
H  3.199  4.955  -2.422  0.098
C  -1.249  2.357  2.094  -0.510
N  2.346  -1.301  1.410  0.084
H  1.409  0.280  6.532  0.097
H  -1.906  1.028  3.677  0.055
H  1.571  -5.803  1.474  0.079
O  2.087  0.961  1.442  -0.082
C  -1.731  -4.138  -3.522  -0.076
H  -0.274  2.187  4.762  0.066
H  2.898  -6.098  3.540  0.077
H  -3.081  2.277  3.227  0.080
C  -2.551  0.884  -5.930  -0.161
C  -3.081  -0.104  -2.261  -0.666
I  -4.246  1.477  -8.391  0.733
C  1.110  -0.309  3.209  -0.206
H  2.522  0.821  4.356  0.119
C  0.280  2.539  -2.213  -0.116
C  -2.315  0.534  -4.606  -0.031
C  2.737  -5.104  3.133  -0.144
C  -0.459  3.158  4.290  -0.065
C  0.465  -4.437  -0.455  -0.536
C  -4.667  0.332  -4.214  -0.026
H  -1.729  1.102  -6.599  0.086
H  1.202  5.346  -3.842  0.092
H  -1.303  0.459  -4.226  0.107
N  1.355  2.322  -1.466  0.148
C  -1.196  -4.593  -2.331  -0.015
C  1.237  4.496  -3.170  -0.097
N  -0.375  3.090  2.847  -0.138
H  3.828  -4.095  4.693  0.075
N  1.086  -3.477  0.203  -0.052
H  -0.637  -1.168  6.491  0.089
C  2.354  4.277  -2.378  -0.046
C  -0.135  -0.879  5.576  -0.087
C  1.769  -3.684  1.388  -0.220
C  0.175  3.609  -3.092  -0.070
C  -0.002  -2.514  -3.567  -0.180
C  -2.322  1.593  2.842  0.010
C  3.263  -3.994  3.771  -0.148
H  0.553  4.708  1.837  0.085
C  2.352  -2.546  2.024  -0.250
H  -1.440  3.513  4.617  0.081
C  1.006  -0.085  5.594  -0.098
C  -3.861  0.939  -6.372  -0.724
H  -2.785  0.909  2.134  0.091
H  1.020  3.071  1.306  0.053
H  0.522  -1.689  -4.044  0.106
C  -0.613  -1.297  4.344  -0.150
N  -0.022  -1.013  3.189  0.134
H  3.525  -1.872  3.677  0.098
O  0.220  -5.633  -0.166  -0.056
O  -4.055  -0.037  -1.495  -0.021
C  3.561  2.883  -0.630  -0.246
C  -0.084  -3.947  -1.787  -0.259
Cs  -0.163  -1.056  -0.313  1.366



> Which formula does entry 1 have?

C35H31CrN7S2Si